(1)
Density functional theory data (ωB97M-V/def2-TZVPD) for 8 unconnected molecules or ions with the total composition C63H90BN4O7PS in a non-equilibrium geometry.

XYZ file:
```
167
Properties=species:S:1:pos:R:3
H -0.1274 9.2532 0.5124
C 5.3238 0.4767 0.5985
C -0.1416 10.3359 0.5535
H -0.3479 16.0822 -1.0876
P 2.4981 -2.0943 -0.9586
H 4.8922 -1.0840 -0.7962
C 3.0925 -0.9851 0.4645
S 0.0583 0.7984 -1.1216
H 3.4233 -1.1261 -4.0873
H -2.0309 12.9720 -0.4160
H -2.6949 -6.6524 2.5646
H -1.7169 -14.5242 0.8425
C 0.8750 12.4083 1.2288
H 7.1746 0.3184 1.4422
C 2.5741 9.6042 -1.8443
H 4.7179 0.7839 -4.9805
N 4.8089 1.1926 1.7688
H -6.7613 -11.4127 -0.6713
C 3.7794 9.6387 -4.3451
C -3.4945 6.3818 0.3919
H -1.3013 0.6934 2.0037
C 4.3332 -0.3230 -0.2454
H -4.3822 6.9957 0.3009
C -4.9805 -4.6875 0.9016
H 3.0734 18.3872 -2.2281
H 3.6478 -2.8861 -1.2193
C -2.6757 -7.0697 0.4540
H -2.2489 8.0103 1.0263
C -2.1559 -16.1599 2.1604
H 1.6829 12.9437 1.7117
H -4.1822 -3.1209 -1.0375
H -0.2224 6.6113 1.2341
C 2.5612 17.4349 -2.1700
H -4.6924 -5.5552 2.8238
C 0.7286 -0.9590 2.6136
O -0.2800 -1.6635 0.0262
H -0.8465 -0.4447 5.6593
C -3.6408 -2.7692 -0.1617
C -2.1391 -3.1445 -0.2970
C -1.1907 11.0371 -0.0234
O -1.7289 -3.7464 4.4588
H 1.5626 -1.5902 2.9214
H 0.7349 14.0405 -1.9652
H 4.7546 -3.5070 0.7974
C 3.3848 10.8283 -3.7477
H 0.2756 -7.3399 -0.3777
C 2.5123 15.0676 -2.5889
H -1.1174 -16.4415 2.2826
O 3.9052 -3.3586 1.2376
H -1.9935 10.5022 -0.5161
H 2.7913 7.4716 -1.9388
C -1.2457 -3.0720 5.2680
C 2.7840 10.8112 -2.4964
H 0.7190 0.9376 1.7172
H 0.8263 18.2533 -1.2090
C 0.6402 16.1397 -1.5284
O -0.1793 -2.2683 4.9513
H 5.1639 2.2069 -0.5089
C -2.2962 6.9518 0.8000
C 1.2473 14.9931 -2.0220
O 2.2799 0.0635 0.8926
H 6.6383 1.9861 0.1416
C -2.4173 4.2359 0.2222
C -0.1495 -0.3134 0.3368
C 3.1672 16.2892 -2.6667
B 3.7131 -2.0053 1.5488
H 2.4779 11.7393 -2.0271
H -0.4076 -7.0549 1.2789
H 1.2544 -0.0231 4.5176
H -5.6736 -9.1994 -0.8407
H 3.9061 0.3421 -0.9982
C 1.2982 17.3599 -1.5986
H 3.7153 -0.6361 3.3234
C -2.9960 -6.1405 1.6442
C -3.1440 -11.1358 -1.9883
C -1.2207 4.8081 0.6344
C -0.6684 -0.9259 4.6896
H -2.3272 -2.1024 6.8522
H -0.3328 4.1937 0.7336
H 3.5464 11.7699 -4.2584
H 3.7403 -2.4156 3.6896
H -6.0388 -4.5118 1.1126
C -1.2102 12.4242 0.0309
C 5.0260 -1.3437 -7.5970
H -5.0896 -6.7368 1.5816
H -3.3610 -9.0217 -1.6923
C 0.8906 11.0217 1.1819
C -1.1585 6.1656 0.9188
C 4.0967 -1.6125 3.0374
C 5.1735 -0.1913 -6.8371
H 2.1075 9.5937 -0.8689
N -2.3702 1.0315 0.2895
H -3.4831 -3.4865 1.9237
H -2.1309 -11.0572 -2.3626
C 3.8765 -1.1874 -5.0704
H -4.4881 4.5829 -0.2245
H -2.0799 -0.7682 1.3640
C 4.3097 -2.4201 -7.0915
H 3.1733 -3.1800 -5.4363
C -1.2552 -2.0331 -0.9417
C 3.7343 -2.3413 -5.8298
C -3.1506 -16.8738 2.8147
H -4.0860 -13.8840 0.5617
H -0.1899 14.1910 0.6947
H -4.9293 -4.9640 -0.1549
H 4.8407 2.1955 1.6570
H 0.1165 -5.7132 0.2639
C -4.4926 -5.8443 1.7882
C -0.1769 13.1091 0.6552
C 0.3648 -0.1523 3.8985
C -4.8193 -15.4442 1.8390
H -4.9640 -2.6215 1.5438
H -2.4108 -5.2243 1.6171
H -2.4920 -8.0971 0.7898
H -5.8586 -15.1678 1.7099
C 0.9865 -0.0630 1.3750
H 5.4703 -1.4032 -8.5831
C 2.9607 8.4140 -2.4451
O 2.1958 -1.3794 -2.2206
C 4.6007 -0.1146 -5.5742
H -2.4594 3.1733 -0.0021
H -1.7645 -3.3049 0.7165
C -5.7453 -11.3351 -1.0384
H -2.8881 1.5583 0.9904
H 1.5212 -3.0136 -0.5288
C -3.8355 -9.9921 -1.6129
N 6.4819 -0.3038 1.0464
H 3.8683 7.5030 -4.1631
C -5.1352 -10.0919 -1.1359
H -1.9173 -1.2378 -1.2792
H 2.9880 14.1726 -2.9710
C -3.7506 -12.3798 -1.8829
H -2.3845 -3.8814 6.8868
C -1.5121 0.1287 1.0975
H 6.8527 -0.7844 0.2331
H -3.0869 0.5032 -0.2016
C -4.2401 -3.3398 1.1512
H -3.6788 -1.6820 -0.0534
C -0.3545 -6.7030 0.2484
C -3.5542 5.0258 0.0994
H -2.0050 -4.1031 -0.8003
H -0.1141 -1.6349 2.4704
H -0.7601 -2.4954 -1.7977
C -3.8242 -14.7248 1.1912
H 1.7091 10.4742 1.6337
C -5.0527 -12.4790 -1.4105
H -5.5276 -13.4495 -1.3327
H 4.2536 9.6527 -5.3186
H 4.1989 -3.3216 -7.6821
N 5.8858 1.5056 -0.3437
H -5.2583 -17.0755 3.1619
H 5.7352 0.6477 -7.2298
H 5.3167 0.9768 2.6179
H -3.5718 -7.0918 -0.1749
H -1.6242 -1.0164 4.1606
O -1.6324 -6.5854 -0.3686
C -4.4823 -16.5172 2.6531
H 4.1514 16.3482 -3.1146
H -0.0548 2.0480 -0.6313
C -1.7624 -3.0193 6.6836
H -2.8876 -17.7097 3.4509
H -3.2092 -13.2732 -2.1694
C -2.4928 -15.0839 1.3504
H 5.1887 -1.6524 3.0789
C 3.5649 8.4311 -3.6950
H -0.9080 -2.9988 7.3631
H -0.0623 0.8280 3.6791
```

Calculated values
- SMILES string: COCCCCCCCCO[C@@](S)(CN)[C@@H](CCCOC(C)=O)O[C@](CC(N)(N)N)([PH2]=O)B(C)O.c1ccccc1.c1ccccc1.c1ccccc1.c1ccccc1.c1ccccc1.c1ccccc1.c1ccccc1
- Strongest force on any atom: 3.90 eV/A
- E_LUMO: 0.34 eV
- E_tot: -107882.025 eV
- Frontier orbital gap: 8.605 eV


(2)
Density functional theory data (ωB97M-V/def2-TZVPD) for 9 unconnected molecules or ions with the total composition C64H141N7O9 in a non-equilibrium geometry.

XYZ file:
```
221
Properties=species:S:1:pos:R:3
H -1.6243 -1.3056 5.4362
H 1.2052 -3.6559 -3.7092
H -0.8655 2.6522 4.2305
H 1.6066 1.2442 0.8257
C 2.5787 3.6666 7.0489
C 3.2537 -6.3913 0.7715
C -2.4118 -1.8211 4.8850
H 2.8450 2.8669 3.8024
C -8.3785 -3.0196 -0.2182
H -8.4362 0.0291 0.2323
C 2.6845 0.2881 -3.1457
C 2.5358 6.5929 0.3063
N 1.0776 4.7213 -0.1160
H 2.5729 -1.7372 -2.3341
H 2.5521 7.5160 0.9028
H 0.1908 2.9350 -1.9412
H 1.3117 -6.9545 3.7395
H 3.2663 0.9150 7.6063
H 0.0661 1.3747 -4.0113
H 3.8435 -3.4851 3.8892
H -9.2369 -4.5376 -1.5604
H 6.4296 -1.1852 -4.0272
H -2.4968 3.0598 -3.1438
H -5.1300 0.3673 -2.9525
N -2.9604 0.7406 -5.5373
H 1.8483 3.4357 7.8343
H 3.1833 -4.3147 5.2923
H -6.8251 -1.4745 -2.1124
H 4.5643 1.3539 -6.1946
H 0.2415 1.7863 -6.3553
H 0.0722 3.2329 0.4567
H 1.1436 -5.3070 -1.0525
H 3.1209 5.1271 -1.9898
H -0.3230 0.2101 4.2515
H 2.2052 0.9372 -3.8929
H 4.6474 -7.5521 1.9061
H 1.9145 3.0806 -1.9227
H 4.9966 3.7355 0.8985
H 1.8527 -1.1133 0.0218
C 0.8260 3.2463 5.2903
H -8.7453 -2.7065 2.5344
C 0.1150 6.8675 0.9582
H 3.4320 6.0501 0.4793
H 1.9993 5.9671 -3.0893
H -7.3422 0.7668 1.4364
C 2.2139 5.7350 -2.0563
H -5.8025 -2.7181 2.1040
H 4.1482 2.4875 4.9360
H -7.5071 -4.4516 -1.6490
H -1.7338 1.1079 -0.6608
C 0.9167 4.9692 -1.5736
H -3.4451 0.7041 -2.5154
C 1.0076 3.5908 -2.2544
C 5.5488 2.0301 1.9412
H -0.2004 -6.0140 1.3321
H 0.5487 0.6230 -1.2336
H 0.7105 -1.7419 6.0660
C 1.3774 -5.9377 4.1202
H -3.7141 -2.3076 2.5119
C -4.0865 0.3069 -3.3256
H 0.2785 -4.3556 2.7904
H 2.3759 4.7176 6.8307
H 0.9274 -7.2929 1.7775
N 2.0766 1.4379 6.2687
H -1.5745 0.3259 0.9499
H 5.3219 2.4376 2.9347
H 2.9146 -3.6696 -3.2604
C 2.5141 6.9938 -1.1928
C 2.2142 -0.0997 4.3302
N 3.3971 2.2873 1.0025
C 1.2572 -0.8796 6.4605
H 1.7610 7.7858 -1.4003
H -1.7619 -0.6053 -0.5429
O -1.4510 -3.9533 4.2931
H 2.3741 0.7226 3.6000
H 2.5731 4.7770 2.3601
H -0.7569 6.3222 1.3752
H 3.1796 -0.5547 4.6569
H 0.3596 -1.8795 -0.7096
H -6.3505 0.6833 -5.0915
H -4.9840 -0.1972 1.4541
H 2.7928 2.9054 0.4555
H 8.1644 2.5172 -1.8609
H 0.4244 -1.4156 1.0023
H -5.4730 0.3409 -0.0543
C -8.4003 -3.8288 -1.5841
H 1.0285 -3.7873 -0.1969
H -4.9681 2.5834 -3.5153
H 4.8799 2.7487 -1.3201
H -7.5799 -3.8478 3.1160
H 0.6083 2.1965 3.4267
O 0.8980 -3.8188 2.2690
C 4.1687 0.2433 -3.4756
H 2.1867 -3.2491 4.3330
H 4.7188 -5.6771 3.2372
H 0.1921 3.4044 6.1791
H -4.8418 2.9713 -5.2048
H -1.1845 4.9736 -1.6953
C -4.1530 1.0155 -4.6954
H -0.1854 7.3433 0.0207
O 3.3798 1.0715 6.6716
C 0.2107 0.2392 -0.2412
C 2.1064 -1.1716 -3.1922
C 1.9133 -5.5179 0.9249
N 2.0913 -4.6296 2.1036
C -1.6583 1.4454 -5.2779
C 5.9939 -0.5547 -4.8465
H 2.2720 -1.2384 6.6846
H 3.0791 -7.1134 -0.0956
C -2.8849 3.3097 -4.1259
H -3.9461 -3.7246 3.5395
H -6.7053 -1.5121 3.0492
H 4.5810 1.2427 -3.4819
O 0.6418 1.2014 0.7799
H -0.3832 5.8257 -3.0692
H 1.4154 -0.5325 -5.8074
H -4.7463 -1.2401 0.0820
H 3.4669 7.3951 -1.5235
C 2.9687 -3.9937 4.2887
H 0.5964 -7.0410 0.1081
C 7.0912 2.4041 -1.8842
H -3.0110 4.3999 -4.0981
H -0.8241 -0.1972 -4.0865
H 2.4535 0.7503 -2.1851
O -7.4782 -1.1734 -1.4269
H -1.0710 1.5856 -7.4289
H 6.3227 -1.0303 -5.7718
C 0.0565 0.8599 5.0419
H 2.6025 -4.2666 -0.8205
H -0.9901 3.4831 -4.9352
H 6.6353 2.1610 1.7749
N 3.9050 -1.8073 -4.7272
H 1.7117 6.0864 2.9670
H 3.6548 -2.2947 -6.5362
H 2.9536 -7.8662 2.1922
C -0.3683 5.6380 -1.9995
H 3.1300 2.4348 1.9672
C 0.7372 -6.5062 1.0419
O 4.2739 -2.6022 -5.8510
C -7.8158 -0.1098 1.0887
H 4.0384 -5.7474 0.4028
H 5.1981 1.0691 -0.5909
H 0.5508 -1.9822 -5.5206
C 1.6065 5.2929 2.2568
H 4.1895 -0.0766 -6.9780
H 2.3926 -4.1069 -4.8366
H 0.9602 3.7925 -3.3289
H -9.8906 -1.8901 0.9456
H -0.5863 6.5415 -1.4567
H -1.1068 -3.6328 5.1333
H 3.8329 -6.7543 4.1389
H 2.0097 -2.0228 -6.5669
H 1.5348 -6.0456 5.1778
H -2.9972 -2.4040 5.6316
H 6.6223 3.1288 -2.5569
N -7.1959 -2.0845 -0.2939
H -5.3816 0.8851 -6.5199
H -0.6435 0.9321 5.8738
H 0.4183 -5.4395 4.1434
H -7.1924 -4.4772 0.7190
C -7.8168 -3.1949 2.2726
C -3.2014 -3.1892 2.9353
H 1.7211 -0.8906 3.7735
C -1.9976 -2.7439 3.7779
H -8.4869 -0.1927 1.9146
C 2.5057 -5.1803 3.4310
C -5.4540 -0.5695 0.5633
O -0.1792 4.1371 0.2975
C -1.9178 2.9465 -5.1910
H 0.8253 -0.6842 7.4331
C 3.6845 -7.0681 2.0526
H 6.8670 1.4097 -2.2826
C 3.9959 0.4413 -6.0108
C 4.7910 2.6482 0.8507
C 5.2873 2.1908 -0.4863
H 2.9238 0.6444 -5.9460
C 3.7344 -6.1250 3.2667
C 1.5617 -1.6013 -5.6589
H 1.0124 -1.1888 -2.9927
C -6.8177 -1.2557 0.8989
C 2.1889 2.8348 5.8318
H 4.6428 -0.3113 -2.6461
H -8.9674 -4.6768 0.9665
H 0.9362 4.2099 4.7611
C 0.1303 2.2582 4.4105
H 5.2877 0.9890 2.0006
C -4.2691 2.5422 -4.3781
H -1.2739 -2.2272 3.1437
H -0.4044 0.1507 -6.5591
H -9.8407 -1.5492 -0.7953
H 6.5069 0.4078 -4.9390
H -2.2095 3.2996 -6.1817
H 3.6155 3.5490 7.3809
H -3.2091 -0.8792 -6.3462
C -0.9313 0.9114 -4.0520
O 6.6519 2.5740 -0.5301
H -3.8371 -0.7471 -3.3882
H -5.3212 -0.6243 -5.5215
C -0.7001 1.1950 -6.4787
C -8.1196 -3.9762 0.9558
H -8.4418 -3.1704 -2.4661
C 1.2897 5.8810 0.8083
H 0.7726 4.6861 2.6000
C 1.6842 -4.6737 -0.3478
O -2.6805 -0.6699 -5.5671
H -3.0521 -1.0171 4.4456
C -1.3004 0.3067 -0.0957
C -9.7686 -2.3360 -0.0499
C 2.1997 -3.3929 -4.0408
C 4.4744 -0.4334 -4.8047
C -5.3555 0.4607 -5.5072
H 0.3913 7.6430 1.6489
C -6.7194 -2.1565 2.1425
C 3.2657 3.0909 4.7931
H 3.5859 4.1424 4.7587
C 2.4682 -1.9370 -4.4295
H -2.8761 -3.6708 2.0176
H -10.5815 -3.0398 -0.3067
C 1.4092 0.3419 5.5061
H -1.4742 1.0081 -3.0957
C 0.7602 -1.1267 -0.0071
```

Calculated values
- SMILES string: CC1(C)CCCC(C)(C)N1O.CC1(C)CCCC(C)(C)N1O.CC1(C)CCCC(C)(C)N1O.CC1(C)CCCC(C)(C)N1O.CC1(C)CCCC(C)(C)N1O.CC1(C)CCCC(C)(C)N1O.COC[C@H](C)N.CC(C)O.CC(C)O
- Strongest force on any atom: 2.48 eV/A
- ΔE to the lowest compared entry with this formula, charge and spin: 0.000 eV
- E_LUMO: 0.53 eV
- E_tot: -97505.251 eV
- Frontier orbital gap: 8.947 eV